1.
Density functional theory data (ωB97M-V with the def2-TZVPD basis set) for a cluster of 11 separate species, C36H74N10O12 in total in a non-equilibrium geometry.

Structure (ORCA input):
```
! RIJCOSX wB97M-V def2-TZVPD def2/J DEFGRID3
* xyz 0 1
O 3.3990 -3.4773 1.9589
C 4.3310 -3.6035 1.1802
C 4.2171 -3.7825 -0.2700
C 5.2330 -3.6048 -1.0804
C 6.5090 -3.0191 -0.6075
O 7.3928 -2.6149 -1.3408
C 6.6764 -2.9948 0.9102
C 5.6784 -3.3260 1.7184
H 3.1988 -3.9715 -0.6978
H 5.0403 -3.6959 -2.1668
H 7.6367 -2.7846 1.3505
H 5.8509 -3.1649 2.8074
C -2.3931 3.3965 -3.5287
N -1.7391 3.4291 -2.1941
C -0.6963 2.6261 -1.8492
C -0.0263 2.8497 -0.5333
O -0.2675 1.7735 -2.6495
H -2.3529 4.3338 -3.9827
H -3.4618 3.0651 -3.3067
H -1.9086 2.6649 -4.1458
H -2.0381 4.1142 -1.4910
H -0.4066 3.6512 0.0639
H 1.0467 2.8398 -0.7007
H -0.2039 1.9080 0.1058
C -3.1987 -3.5947 -1.1376
N -2.3397 -4.6434 -0.6137
C -2.3567 -5.0270 0.6641
C -1.2644 -6.0766 0.9946
O -3.1015 -4.5776 1.4914
H -2.6704 -3.1667 -1.9373
H -3.3083 -2.8460 -0.4131
H -4.1475 -4.0131 -1.4487
H -1.8217 -5.2914 -1.1948
H -1.3041 -6.9861 0.4238
H -1.3402 -6.3306 2.0744
H -0.2971 -5.6603 0.8144
C 2.6500 -5.4162 -3.9160
N 1.9605 -4.3032 -3.2644
C 1.2016 -4.3554 -2.1135
C 0.7697 -2.9574 -1.6028
O 0.8489 -5.4125 -1.5481
H 2.1263 -5.8447 -4.7457
H 2.6649 -6.1956 -3.1615
H 3.6238 -5.0707 -4.2162
H 2.0642 -3.3688 -3.7368
H 1.5643 -2.4483 -0.9946
H -0.0907 -3.0391 -0.9460
H 0.6999 -2.3906 -2.5436
C -3.1923 2.9679 2.8524
N -4.0875 3.3307 1.7613
C -3.7549 4.0966 0.7281
C -4.8488 4.2170 -0.3253
O -2.6787 4.7105 0.6002
H -2.4929 2.2604 2.4482
H -3.8129 2.4901 3.6717
H -2.6804 3.8376 3.2201
H -4.9737 2.8588 1.7941
H -5.7131 3.5493 -0.1094
H -4.3048 3.9639 -1.2427
H -5.1124 5.2558 -0.3827
C -8.9787 3.3239 1.8825
N -8.7103 2.0112 2.4221
C -7.5142 1.4450 2.3553
C -7.5665 -0.0729 2.7652
O -6.4602 2.0610 2.0843
H -8.0132 3.5915 1.5357
H -9.3045 4.0336 2.6178
H -9.7414 3.2834 1.0749
H -9.4568 1.4747 2.8840
H -8.1713 -0.2252 3.6326
H -6.6042 -0.5374 2.9013
H -8.1696 -0.4602 1.9479
C -2.4580 -0.9532 -4.2994
N -2.4591 -0.2457 -2.9185
C -3.6323 -0.2109 -2.1858
C -3.5379 0.6052 -0.9062
O -4.5898 -0.9152 -2.5072
H -1.7892 -0.2709 -4.8996
H -3.5031 -1.0284 -4.6732
H -2.1361 -2.0199 -4.1550
H -1.5942 0.2125 -2.6442
H -2.8170 1.4486 -0.7873
H -3.3273 -0.1870 -0.2138
H -4.4983 1.0199 -0.6000
C 6.1382 4.1997 3.7527
N 4.8456 3.7570 3.2142
C 4.4888 3.6684 1.8770
C 5.5787 3.9026 0.7897
O 3.3793 3.3130 1.5926
H 6.5017 5.1130 3.2716
H 6.8840 3.3906 3.6662
H 6.0520 4.4301 4.8502
H 4.0357 3.6530 3.8279
H 6.4844 3.2250 0.9277
H 5.9992 4.9091 0.9623
H 5.1287 3.8704 -0.1819
C 2.1031 -0.1425 -3.7117
N 3.1196 -0.3153 -4.7206
C 3.8018 -1.4578 -4.9719
C 4.7826 -1.5143 -6.1172
O 3.7496 -2.4046 -4.2120
H 2.5294 0.0708 -2.6612
H 1.5206 -1.0139 -3.7917
H 1.3885 0.6031 -3.9494
H 3.3770 0.5742 -5.1825
H 4.8233 -0.6241 -6.7650
H 4.4502 -2.3343 -6.7575
H 5.7537 -1.7039 -5.7109
C 3.0201 0.9082 4.2036
N 1.7260 1.5657 4.0482
C 1.5566 2.8556 4.2908
C 0.1735 3.3710 3.9750
O 2.4033 3.6080 4.7012
H 3.0410 -0.1679 4.5489
H 3.6329 1.4938 4.8771
H 3.5459 0.9524 3.2196
H 1.0322 1.1564 3.4592
H -0.3653 3.1095 4.9356
H -0.3105 2.7787 3.1337
H 0.1449 4.4564 3.8643
C 2.5740 -0.5359 0.7527
N 1.6045 -1.2355 1.6248
C 0.4091 -0.6884 1.9539
C -0.4448 -1.4852 2.9310
O 0.0515 0.4219 1.5525
H 3.5971 -0.8245 1.1214
H 2.4530 0.5165 0.8315
H 2.4862 -0.7772 -0.3190
H 1.8592 -2.1868 1.9495
H -0.3526 -1.0032 3.8671
H -0.2028 -2.5529 2.9673
H -1.5138 -1.4241 2.7031
*
```

Output
Highest occupied orbital energy in eV: -8.979
E_LUMO in eV: -1.64
HOMO-LUMO gap in eV: 7.3
E_tot in eV: -78005.67727
Molecular weight in g/mol: 839.0
Structure (SMILES): O=C1C=CC(=O)C=C1.CNC(C)=O.CNC(C)=O.CNC(C)=O.CNC(C)=O.CNC(C)=O.CNC(C)=O.CNC(C)=O.CNC(C)=O.CNC(C)=O.CNC(C)=O

Atom charges from the Mulliken analysis, given in e for atoms 1 to 99:
1 O -0.638
2 C 0.154
3 C 0.183
4 C -0.313
5 C 0.292
6 O -0.556
7 C -0.463
8 C -0.340
9 H 0.480
10 H 0.303
11 H 0.418
12 H 0.367
13 C -0.853
14 N -0.100
15 C 0.319
16 C -0.163
17 O -0.637
18 H 0.393
19 H 0.255
20 H 0.223
21 H 0.182
22 H 0.384
23 H 0.377
24 H -0.341
25 C -0.929
26 N -0.055
27 C 0.743
28 C -1.133
29 O -0.649
30 H 0.259
31 H 0.283
32 H 0.370
33 H 0.244
34 H 0.416
35 H 0.319
36 H 0.183
37 C -1.119
38 N 0.056
39 C 0.239
40 C 1.071
41 O -0.703
42 H 0.357
43 H 0.395
44 H 0.295
45 H 0.141
46 H -0.506
47 H 0.009
48 H -0.284
49 C -0.777
50 N 0.123
51 C 0.681
52 C -0.318
53 O -0.757
54 H 0.100
55 H 0.250
56 H 0.345
57 H 0.402
58 H 0.091
59 H -0.283
60 H 0.384
61 C -0.641
62 N -0.205
63 C 0.715
64 C -1.356
65 O -0.722
66 H 0.139
67 H 0.298
68 H 0.275
69 H 0.234
70 H 0.417
71 H 0.323
72 H 0.360
73 C -1.013
74 N 0.545
75 C 0.482
76 C -0.269
77 O -0.705
78 H 0.308
79 H 0.351
80 H 0.215
81 H -0.156
82 H 0.057
83 H 0.094
84 H 0.167
85 C -1.073
86 N 0.113
87 C 0.632
88 C -1.311
89 O -0.503
90 H 0.327
91 H 0.297
92 H 0.333
93 H 0.280
94 H 0.284
95 H 0.351
96 H 0.327
97 C -0.617
98 N -0.084
99 C 0.509


2.
Density functional theory data (ωB97M-V with the def2-TZVPD basis set) for a structure of composition C36H76CoF14N4O6P3V in a non-equilibrium geometry.

Structure (ORCA input):
```
! RIJCOSX wB97M-V def2-TZVPD def2/J DEFGRID3
* xyz 0 8
V 10.1703 19.6693 -2.4911
Co 6.8230 23.9725 -1.8326
P 8.7866 21.2604 -0.2804
F 9.4038 22.2102 0.8525
F 7.7879 20.4095 0.8455
F 7.6316 22.3616 -0.5720
F 8.2274 20.2744 -1.5291
F 9.7602 21.8650 -1.4011
F 9.9112 20.1050 -0.0426
P 7.8316 26.4588 -1.5139
F 6.3596 25.9463 -1.3362
F 8.1021 25.5864 -2.7940
F 7.4068 27.6928 -2.5426
F 9.3587 26.9759 -1.3792
F 7.4922 27.3108 -0.1166
F 7.9559 25.0599 -0.6032
O 7.7875 22.8589 -3.1249
P 8.3670 22.0425 -4.2395
O 9.2239 20.8257 -3.9208
F 9.3129 23.0170 -5.1110
F 7.1663 21.6057 -5.2414
C 13.7357 19.2543 -5.1708
C 12.5247 18.6550 -4.4040
C 12.7404 17.1863 -4.2489
C 13.7578 16.6814 -3.2124
C 13.4808 17.3454 -1.8861
C 13.2615 18.8699 -1.9850
N 12.3193 19.2296 -3.0479
O 12.0880 20.6051 -3.0284
C 12.7140 19.1611 -0.5897
C 14.6782 19.5542 -2.0710
C 11.2136 18.8380 -5.2387
H 13.6677 19.3862 -6.2507
H 14.5599 18.5433 -5.1146
H 13.9797 20.2076 -4.7018
H 11.8048 16.6286 -4.2068
H 12.8508 16.7768 -5.2530
H 14.7793 16.8464 -3.5550
H 13.6290 15.6022 -3.1306
H 14.2018 17.0541 -1.1222
H 12.5377 16.9084 -1.5581
H 11.7168 18.7304 -0.4980
H 13.3523 18.8438 0.2349
H 12.5503 20.2276 -0.4354
H 14.5124 20.6309 -2.1088
H 15.2300 19.4952 -1.1328
H 15.2659 19.1430 -2.8918
H 10.9086 19.8760 -5.3717
H 10.3551 18.3520 -4.7750
H 11.4533 18.3686 -6.1928
H 12.8804 21.0713 -3.3047
C 7.5534 23.0990 -8.0978
C 6.1312 23.1698 -8.6629
C 6.1934 23.0285 -10.1613
C 4.9523 22.6640 -10.9154
C 4.1545 21.5049 -10.0698
C 3.9016 21.7758 -8.4991
N 5.1994 22.2009 -7.9306
O 5.1990 22.4566 -6.5138
C 2.8649 22.7847 -8.3027
C 3.4493 20.4779 -7.9628
C 5.7538 24.6399 -8.3936
H 7.6809 23.4823 -7.0854
H 8.3140 23.5697 -8.7206
H 7.8717 22.0567 -8.0780
H 6.5472 23.9298 -10.6618
H 7.0629 22.4069 -10.3750
H 5.1861 22.2409 -11.8923
H 4.3600 23.5780 -10.9577
H 4.6098 20.5297 -10.2423
H 3.1709 21.4649 -10.5378
H 2.9445 23.1977 -7.2972
H 2.9381 23.5932 -9.0301
H 1.8959 22.3159 -8.4740
H 2.5413 20.1973 -8.4965
H 4.1453 19.6403 -8.0078
H 3.2104 20.4626 -6.8994
H 6.4079 25.3392 -8.9143
H 5.6399 24.9737 -7.3622
H 4.8024 24.8464 -8.8837
H 6.0349 22.0432 -6.2858
C 11.6148 21.7954 -7.7007
C 12.1681 23.0404 -8.3564
C 11.6255 22.8959 -9.7771
C 11.7704 24.1847 -10.5972
C 10.9809 25.3202 -9.9558
C 11.3357 25.5386 -8.3640
N 11.4514 24.2176 -7.7229
O 11.5556 24.2441 -6.3682
C 12.6385 26.3293 -8.2201
C 10.1668 26.3706 -7.7598
C 13.7038 23.1253 -8.2037
H 12.1275 20.9212 -8.1019
H 10.5403 21.6370 -7.7929
H 11.8083 21.8015 -6.6280
H 12.2795 22.1115 -10.1580
H 10.5764 22.6186 -9.8807
H 11.5254 24.0472 -11.6504
H 12.8042 24.5154 -10.4971
H 9.9207 25.0768 -10.0253
H 11.1719 26.1617 -10.6217
H 12.9205 26.1079 -7.1908
H 13.4750 26.0520 -8.8616
H 12.3532 27.3700 -8.3740
H 9.1889 26.1877 -8.2051
H 9.9186 26.1944 -6.7131
H 10.3074 27.4512 -7.7812
H 14.3175 22.3044 -8.5748
H 13.9832 23.2789 -7.1614
H 14.0899 23.9544 -8.7967
H 10.8845 23.6121 -6.1000
C 2.8174 23.6964 -3.6258
C 3.8584 24.5666 -2.8580
C 3.3442 25.9642 -2.3511
C 2.5288 25.9414 -1.1009
C 3.2779 25.2182 0.0047
C 3.8972 23.8803 -0.3476
N 4.5207 23.9033 -1.7217
O 5.0968 22.7095 -2.1252
C 4.8420 23.4601 0.7941
C 2.7584 22.8156 -0.2549
C 4.9377 24.9672 -3.9373
H 2.6592 24.2354 -4.5598
H 1.8354 23.5957 -3.1637
H 3.4334 22.8318 -3.8731
H 4.1448 26.7016 -2.4086
H 2.7161 26.5158 -3.0506
H 1.5691 25.4639 -1.2986
H 2.1864 26.8895 -0.6860
H 2.6089 25.0928 0.8560
H 4.0338 25.8998 0.3946
H 4.4358 23.2221 1.7772
H 5.3859 22.5726 0.4708
H 5.6600 24.1656 0.9394
H 1.8137 23.1845 -0.6543
H 3.0799 21.9959 -0.8975
H 2.5911 22.2834 0.6815
H 4.5010 25.4137 -4.8307
H 5.3279 24.0272 -4.3275
H 5.7853 25.5981 -3.6696
H 4.3383 22.1212 -2.1125
*
```

Output
Highest occupied orbital energy (spin up / spin down) in eV: -4.919 / -7.781
E_LUMO (spin up / spin down) in eV: 0.32 / -0.70
HOMO-LUMO gap (spin up / spin down) in eV: 5.2 / 7.1
E_tot in eV: -186042.68946
Molecular weight in g/mol: 1129.8
<S²>: 15.76

Atom charges from the Mulliken analysis, given in e for atoms 1 to 99:
1 V 0.201
2 Co 0.965
3 P 1.601
4 F -0.379
5 F -0.413
6 F -0.705
7 F -0.391
8 F -0.299
9 F -0.198
10 P 1.547
11 F -0.543
12 F -0.424
13 F -0.424
14 F -0.310
15 F -0.417
16 F -0.498
17 O 0.572
18 P -1.118
19 O 0.093
20 F 0.198
21 F -0.509
22 C -1.330
23 C 1.896
24 C -1.984
25 C -0.670
26 C -1.279
27 C 1.400
28 N 1.169
29 O -0.019
30 C -2.419
31 C -1.742
32 C -1.889
33 H 0.361
34 H 0.372
35 H 0.182
36 H 0.573
37 H 0.452
38 H 0.341
39 H 0.423
40 H 0.435
41 H 0.416
42 H 0.463
43 H 0.466
44 H 0.429
45 H 0.419
46 H 0.456
47 H 0.325
48 H -0.158
49 H 0.287
50 H 0.712
51 H 0.278
52 C -2.847
53 C 3.166
54 C -1.370
55 C -0.979
56 C -1.414
57 C 1.693
58 N -0.046
59 O 0.473
60 C -1.531
61 C -1.931
62 C -1.905
63 H 0.177
64 H 0.222
65 H 0.639
66 H 0.320
67 H 0.596
68 H 0.418
69 H 0.375
70 H 0.447
71 H 0.493
72 H -0.032
73 H 0.348
74 H 0.534
75 H 0.460
76 H 0.433
77 H 0.277
78 H 0.426
79 H 0.004
80 H 0.481
81 H 0.462
82 C -2.222
83 C 1.819
84 C -1.020
85 C -0.839
86 C -0.920
87 C 1.018
88 N 1.418
89 O -0.558
90 C -1.795
91 C -1.559
92 C -1.864
93 H 0.579
94 H -0.078
95 H 0.606
96 H 0.539
97 H 0.249
98 H 0.436
99 H 0.313